Entry 1:
The following is a quantum chemistry calculation of 10 unconnected molecules or ions with the total composition C20H60O10, from OMol25.

Each line ends with the Löwdin charge.
Geometry (Å):
C (15.238, -15.151, -6.175)  -0.1075
C (16.601, -15.247, -6.748)  -0.2573
O (17.219, -13.933, -6.665)  -0.0963
H (14.618, -16.018, -6.401)  0.0784
H (14.580, -14.342, -6.493)  0.0695
H (15.217, -14.999, -5.096)  0.0691
H (16.538, -15.531, -7.799)  0.1172
H (17.170, -16.047, -6.274)  0.1149
H (17.283, -13.651, -5.749)  0.0678
C (11.336, -11.914, -0.750)  -0.0835
C (10.939, -11.311, 0.565)  -0.3608
O (9.559, -11.182, 0.650)  -0.0687
H (11.273, -12.992, -0.602)  0.0670
H (12.414, -11.813, -0.878)  0.0582
H (10.810, -11.511, -1.615)  0.0822
H (11.341, -10.299, 0.608)  0.1095
H (11.285, -11.886, 1.424)  0.1138
H (9.374, -10.744, 1.484)  0.0855
C (20.018, -10.604, -4.880)  -0.0565
C (19.944, -9.840, -3.570)  -0.3659
O (18.802, -10.061, -2.865)  -0.0694
H (19.389, -10.241, -5.693)  0.0703
H (19.640, -11.604, -4.666)  0.0608
H (21.052, -10.744, -5.194)  0.0815
H (19.874, -8.795, -3.875)  0.1059
H (20.830, -9.845, -2.935)  0.1128
H (18.672, -9.335, -2.252)  0.1017
C (11.270, -15.115, -4.349)  -0.0856
C (10.274, -14.177, -3.713)  -0.3508
O (9.591, -14.811, -2.671)  -0.0704
H (11.949, -15.452, -3.566)  0.0709
H (11.900, -14.508, -4.998)  0.0654
H (10.875, -16.023, -4.805)  0.0806
H (9.568, -13.972, -4.518)  0.1063
H (10.692, -13.223, -3.391)  0.0935
H (8.979, -14.196, -2.260)  0.0846
C (15.616, -12.150, -10.448)  -0.0750
C (15.949, -11.906, -8.978)  -0.3469
O (17.304, -12.152, -8.686)  -0.0882
H (15.825, -13.203, -10.635)  0.0721
H (16.374, -11.592, -10.998)  0.0699
H (14.631, -11.796, -10.754)  0.0594
H (15.222, -12.433, -8.360)  0.1031
H (15.973, -10.847, -8.722)  0.0934
H (17.282, -12.858, -8.035)  0.0160
C (16.594, -7.964, -6.373)  -0.0859
C (17.526, -7.049, -7.233)  -0.2329
O (18.825, -7.755, -7.224)  -0.1162
H (16.184, -8.745, -7.014)  0.0401
H (15.737, -7.355, -6.084)  0.0634
H (17.003, -8.455, -5.490)  0.0620
H (17.671, -6.047, -6.828)  0.1046
H (17.190, -7.109, -8.268)  0.1047
H (18.772, -8.247, -8.047)  0.0674
C (14.831, -12.852, 0.683)  -0.0674
C (14.157, -14.272, 0.703)  -0.2855
O (14.173, -14.690, 2.051)  -0.0965
H (14.843, -12.399, -0.308)  0.0495
H (15.841, -12.949, 1.081)  0.0633
H (14.333, -12.013, 1.168)  0.0645
H (14.538, -15.062, 0.055)  0.1094
H (13.095, -14.143, 0.496)  0.0848
H (13.447, -15.272, 2.287)  0.0811
C (14.368, -12.061, -4.075)  -0.0932
C (15.594, -11.485, -4.637)  -0.3234
O (16.748, -12.138, -4.122)  -0.0740
H (14.265, -11.666, -3.065)  0.0660
H (14.251, -13.137, -3.945)  0.0694
H (13.539, -11.657, -4.656)  0.0793
H (15.665, -10.421, -4.412)  0.1162
H (15.486, -11.604, -5.715)  0.0985
H (17.378, -11.442, -3.920)  0.0398
C (13.399, -8.914, -7.528)  -0.0812
C (12.262, -9.132, -8.570)  -0.3178
O (12.757, -10.106, -9.439)  -0.0771
H (14.305, -8.553, -8.016)  0.0488
H (13.678, -9.886, -7.120)  0.0631
H (13.191, -8.140, -6.789)  0.0702
H (12.008, -8.190, -9.057)  0.1084
H (11.335, -9.481, -8.117)  0.1039
H (12.568, -9.739, -10.306)  0.0853
C (19.467, -13.524, -1.964)  -0.0654
C (19.351, -14.156, -0.523)  -0.3232
O (18.955, -15.471, -0.673)  -0.0742
H (19.894, -12.521, -1.973)  0.0594
H (18.494, -13.577, -2.452)  0.0599
H (20.063, -14.144, -2.633)  0.0667
H (18.476, -13.609, -0.172)  0.0901
H (20.183, -13.989, 0.161)  0.1077
H (18.852, -15.963, 0.145)  0.0880

SMILES string   CCO.CCO.CCO.CCO.CCO.CCO.CCO.CCO.CCO.CCO
E_LUMO   0.5 eV
Energy above the lowest of the compared OMol25 structures with the same formula, charge and spin   3.636 eV
HOMO-LUMO gap   9.72 eV
Multiplicity   1
Net charge   0
Molar mass   460.7 u

Entry 2:
The following is a quantum chemistry calculation of a molecular structure, C41H39CdN9O2SSe, from OMol25.

Each line ends with the Löwdin charge.
Geometry (Å):
Cd (-1.074, -0.480, 0.418)  1.1880
C (-1.038, -1.709, -5.002)  -0.1199
C (-0.229, -0.614, -4.734)  -0.1196
C (-0.447, 0.161, -3.599)  -0.0351
C (-1.493, -0.138, -2.726)  -0.3503
C (-2.315, -1.233, -3.012)  -0.0428
C (-2.080, -2.016, -4.132)  -0.0825
N (-1.675, 0.622, -1.549)  -0.0206
C (-2.514, 1.654, -1.623)  -0.2660
C (-3.332, 1.937, -2.770)  -0.0265
C (-4.234, 2.965, -2.776)  -0.1198
C (-4.394, 3.826, -1.671)  -0.1375
C (-3.581, 3.634, -0.582)  -0.0551
C (-2.637, 2.600, -0.546)  -0.2364
N (-1.682, 2.477, 0.453)  -0.0055
N (-1.721, 3.280, 1.406)  0.0554
C (-0.601, 3.152, 2.267)  -0.3639
C (-0.795, 3.460, 3.613)  -0.0480
C (0.291, 3.391, 4.461)  -0.1040
C (1.529, 3.036, 3.940)  -0.0890
C (1.616, 2.768, 2.583)  -0.1685
N (0.580, 2.835, 1.753)  0.1421
H (-0.855, -2.326, -5.874)  0.0856
H (0.584, -0.357, -5.403)  0.0897
H (0.197, 1.002, -3.372)  0.0982
H (-3.103, -1.478, -2.313)  0.1097
H (-2.706, -2.881, -4.315)  0.1004
H (-3.244, 1.295, -3.636)  0.0981
H (-4.845, 3.118, -3.660)  0.0889
H (-5.120, 4.628, -1.695)  0.0767
H (-3.625, 4.292, 0.277)  0.0935
H (-1.789, 3.709, 3.958)  0.1029
H (0.175, 3.595, 5.519)  0.0977
H (2.406, 2.953, 4.569)  0.0917
H (2.563, 2.483, 2.136)  0.0866
S (1.470, -0.783, 1.794)  0.4981
C (2.737, -0.514, 0.681)  -0.9272
N (3.680, -1.360, 0.417)  0.0021
N (4.673, -0.826, -0.469)  -0.0324
C (4.572, -1.022, -1.833)  -0.2795
C (5.731, -0.915, -2.621)  -0.0614
C (5.667, -1.044, -3.995)  -0.1270
C (4.454, -1.289, -4.631)  -0.1262
C (3.309, -1.403, -3.854)  -0.0868
C (3.356, -1.271, -2.475)  -0.0289
N (2.809, 0.787, 0.073)  0.0335
N (1.944, 0.976, -0.784)  0.0884
C (2.064, 2.245, -1.429)  -0.2551
C (3.292, 2.702, -1.885)  -0.0320
C (3.351, 3.914, -2.561)  -0.1041
C (2.195, 4.656, -2.763)  -0.1137
C (0.971, 4.183, -2.303)  -0.0760
C (0.898, 2.965, -1.646)  -0.0384
H (5.578, -1.093, -0.116)  0.1122
H (6.680, -0.718, -2.133)  0.0974
H (6.575, -0.952, -4.580)  0.0884
H (4.405, -1.387, -5.708)  0.0850
H (2.352, -1.597, -4.321)  0.0822
H (2.453, -1.358, -1.890)  0.0680
H (4.174, 2.096, -1.718)  0.1003
H (4.302, 4.276, -2.934)  0.0903
H (2.246, 5.602, -3.290)  0.0880
H (0.067, 4.758, -2.459)  0.1019
H (-0.031, 2.556, -1.277)  0.0695
N (0.118, -2.135, -0.811)  -0.0555
C (-0.488, -3.456, -0.660)  -0.1782
C (-2.026, -3.390, -0.592)  -0.7195
O (-2.640, -4.411, -0.924)  -0.0402
O (-2.517, -2.294, -0.187)  -0.1913
H (0.122, -1.839, -1.781)  0.0569
H (1.063, -2.125, -0.446)  -0.0005
H (-0.153, -3.877, 0.290)  0.1169
H (-0.206, -4.150, -1.455)  0.1056
C (-1.129, -4.824, 6.159)  -0.0759
C (-1.479, -3.619, 5.324)  -0.2955
C (-0.773, -2.433, 5.440)  -0.0371
C (-1.066, -1.322, 4.650)  -0.3157
C (-0.286, -0.054, 4.857)  -0.1248
C (-2.090, -1.403, 3.697)  -0.5652
Se (-2.488, 0.120, 2.585)  0.5241
C (-2.848, -2.584, 3.598)  -0.3021
C (-4.008, -2.695, 2.654)  -0.0961
C (-2.521, -3.669, 4.406)  -0.0356
H (-0.373, -4.575, 6.905)  0.0617
H (-0.732, -5.633, 5.541)  0.0719
H (-2.005, -5.214, 6.682)  0.0663
H (0.040, -2.363, 6.158)  0.1010
H (0.487, -0.197, 5.616)  0.0707
H (-0.950, 0.756, 5.168)  0.0610
H (0.188, 0.280, 3.935)  -0.0077
H (-3.687, -2.610, 1.614)  0.0429
H (-4.716, -1.879, 2.820)  0.0565
H (-4.523, -3.648, 2.793)  0.0676
H (-3.101, -4.583, 4.310)  0.1065

E_LUMO   4.3 eV
Energy above the lowest of the compared OMol25 structures with the same formula, charge and spin   0.818 eV
HOMO-LUMO gap   6.49 eV
Multiplicity   1
Net charge   -2
Molar mass   913.3 u

Entry 3:
The following is a quantum chemistry calculation of a gas-phase ion, C3H4NS (charge +1), from OMol25.

Each line ends with the natural charge from an NBO analysis.
Geometry (Å):
S (2.906, -2.767, 1.091)  0.4579
C (1.971, -1.573, 0.795)  -0.0773
C (0.919, -0.737, 0.747)  -0.1347
C (-0.389, -0.652, 0.040)  -0.1797
N (0.640, 0.420, 0.113)  -0.4845
H (-1.266, -0.489, 0.609)  0.2476
H (-0.614, -1.339, -0.798)  0.2721
H (0.326, 1.098, 0.763)  0.4397
H (1.313, 0.794, -0.572)  0.4588

SMILES string   S=C=C1C[NH2+]1
E_LUMO   -5.5 eV
Energy above the lowest of the compared OMol25 structures with the same formula, charge and spin   2.524 eV
HOMO-LUMO gap   8.07 eV
Multiplicity   1
Net charge   +1
Molar mass   86.1 u

Entry 4:
The following is a quantum chemistry calculation of 13 unconnected molecules or ions with the total composition H26O13, from OMol25.

Each line ends with the natural charge from an NBO analysis.
Geometry (Å):
H (0.634, 0.252, 0.971)  0.4665
H (-0.463, 0.398, -0.071)  0.4566
H (2.052, 0.768, -1.188)  0.4915
H (2.200, -0.066, -2.450)  0.4385
H (3.792, 2.555, 4.151)  0.4682
H (2.993, 1.962, 3.003)  0.4459
H (0.779, 0.268, 5.064)  0.4841
H (1.835, 0.353, 3.975)  0.4581
H (-0.725, 1.531, -3.486)  0.4643
H (-1.570, 0.369, -3.979)  0.4668
H (-2.644, 1.448, 1.236)  0.4497
H (-3.366, 2.541, 2.008)  0.4709
H (-2.130, -2.831, 1.497)  0.4558
H (-1.777, -2.939, 2.971)  0.4666
H (2.011, -2.154, -1.859)  0.4573
H (1.255, -2.326, -0.552)  0.4708
H (-0.142, -2.128, -2.790)  0.4442
H (0.382, -0.805, -2.256)  0.4706
H (-2.252, -0.726, -0.378)  0.4529
H (-2.752, 0.710, -0.371)  0.4574
H (-1.544, -3.706, -0.677)  0.4544
H (-2.770, -4.217, -1.416)  0.4756
H (0.899, 3.971, -1.485)  0.4650
H (1.184, 3.620, -2.936)  0.4678
H (3.080, 1.115, 1.043)  0.4743
H (1.836, 1.120, 1.916)  0.4438
O (0.496, 0.399, 0.029)  -0.9294
O (2.204, 0.846, -2.136)  -0.9322
O (3.045, 2.739, 3.570)  -0.9209
O (0.932, 0.059, 4.136)  -0.9426
O (-0.757, 0.568, -3.501)  -0.9308
O (-3.526, 1.783, 1.433)  -0.9200
O (-2.530, -2.913, 2.370)  -0.9224
O (2.145, -2.335, -0.922)  -0.9277
O (-0.406, -1.215, -2.631)  -0.9197
O (-3.027, -0.190, -0.581)  -0.9083
O (-1.976, -4.519, -0.961)  -0.9294
O (0.888, 3.232, -2.104)  -0.9307
O (2.162, 1.409, 1.056)  -0.9032

E_LUMO   -0.4 eV
Energy above the lowest of the compared OMol25 structures with the same formula, charge and spin   5.598 eV
HOMO-LUMO gap   9.97 eV
Multiplicity   1
Net charge   0
Molar mass   234.2 u

Entry 5:
The following is a quantum chemistry calculation of a molecular structure, C2H3N2OPS, from OMol25.

Each line ends with the natural charge from an NBO analysis.
Geometry (Å):
C (-1.473, 1.431, -0.210)  -0.1036
C (-0.469, -0.442, 0.004)  0.6118
N (-0.330, 0.844, -0.342)  -0.4936
N (-1.643, -0.932, 0.314)  -0.6405
O (0.684, -1.164, 0.145)  -0.7339
P (2.133, -0.455, -0.316)  0.6615
S (-2.732, 0.280, 0.124)  0.6032
H (-1.754, 2.423, -0.296)  0.2145
H (2.772, -1.703, -0.385)  -0.0602
H (2.813, -0.283, 0.963)  -0.0592

E_LUMO   0.4 eV
Energy above the lowest of the compared OMol25 structures with the same formula, charge and spin   0.000 eV
HOMO-LUMO gap   9.82 eV
Multiplicity   1
Net charge   0
Molar mass   134.1 u

Entry 6:
The following is a quantum chemistry calculation of a molecular structure, C3H10N4S, from OMol25.

Each line ends with the natural charge from an NBO analysis.
Geometry (Å):
C (2.222, -0.842, -0.136)  -0.4778
C (-0.155, -0.775, -0.317)  0.5644
C (-1.680, 1.436, -0.552)  -0.4235
H (2.967, -0.270, -0.743)  0.2049
H (2.175, -2.251, -0.443)  0.2772
H (2.527, -1.064, 1.010)  0.1995
H (1.724, 1.150, 1.374)  0.3715
H (1.215, 2.024, -0.059)  0.3504
H (-1.100, -2.433, -0.164)  0.3675
H (-2.509, 1.791, -1.182)  0.2161
H (-2.033, 1.774, 0.646)  0.2060
H (-0.850, 2.186, -0.960)  0.2059
H (-2.112, -1.034, 1.728)  0.1255
N (0.915, 0.008, -0.273)  -0.3278
N (0.875, 1.140, 0.647)  -0.6526
N (-0.181, -2.051, -0.283)  -0.7641
N (-1.280, -0.019, -0.517)  -0.5606
S (-2.719, -0.768, 0.225)  0.1176

E_LUMO   0.4 eV
Energy above the lowest of the compared OMol25 structures with the same formula, charge and spin   5.637 eV
HOMO-LUMO gap   9.04 eV
Multiplicity   1
Net charge   0
Molar mass   134.2 u